Molecular formula: C5H11N
Method: DFT, ωB97M-V/def2-TZVPD

energy relative to the best compared isomer or geometry (same formula, charge and spin)	3.209	eV
LUMO (alpha / beta)	4.59 / 4.49	eV
gap between HOMO and LUMO (alpha / beta)	5.137 / 5.455	eV
electronic energy	-251.68174	Eh
spin multiplicity	2
net charge	-1

CARTESIAN COORDINATES (ANGSTROEM)
1 C 2.36367 0.00888 -0.63273
2 C 1.25897 -0.23359 0.41856
3 N -1.75346 0.39629 -1.27041
4 C -1.20625 0.28741 0.04245
5 C 0.12386 0.75724 0.43416
6 C -2.01311 -0.62671 0.93677
7 H 2.84420 0.97972 -0.45668
8 H 1.90392 0.06772 -1.61434
9 H 3.14154 -0.76456 -0.62421
10 H 0.84430 -1.23262 0.21121
11 H 1.76614 -0.32213 1.39977
12 H -1.17699 1.06465 -1.77771
13 H -1.70287 -0.50777 -1.75222
14 H 0.14047 1.52313 1.19976
15 H -1.53099 -1.09169 1.79121
16 H -3.00479 -0.93283 0.63429
17 H -1.99862 0.62684 1.06014

Atom-resolved charges from Löwdin, all expressed in e: -0.196 -0.379 0.002 -0.578 -0.260 -0.089 0.045 0.037 0.037 0.081 0.071 0.039 0.040 0.002 0.028 0.009 0.109